{
  "formula": "C5H6S2",
  "method": "the ωB97M-V functional and the def2-TZVPD basis",
  "elements": ["C", "C", "C", "C", "C", "H", "H", "H", "H", "H", "H", "S", "S"],
  "xyz": [[-1.161, 0.438, -0.008], [-0.385, -0.316, 1.083], [-0.360, -0.396, -1.026], [1.059, 0.055, -0.780], [1.045, 0.149, 0.764], [-0.967, 1.519, -0.088], [-2.279, 0.339, -0.042], [-0.681, -0.377, 2.146], [-0.684, -0.474, -2.036], [1.363, 0.885, -1.402], [1.371, 1.030, 1.315], [-0.626, -1.874, 0.039], [2.305, -0.981, 0.035]],
  "lowdin_charge": [-0.244, -0.467, -0.535, -0.570, -0.527, 0.112, 0.120, 0.114, 0.097, 0.108, 0.108, 0.853, 0.831],
  "relative_energy_kj_mol": 115.2,
  "gap_ev": 9.03
}